Record 1
This record from OMol25 describes a structure of composition C21H30N2OP2V. The level of theory is wB97M-V/def2-TZVPD.

The geometry in XYZ format:
```
57
Properties=species:S:1:pos:R:3:forces:R:3
H -3.65901 3.38196 -2.74579 0.3 -0.2 -0.1
V -0.19379 -0.86436 0.34327 -2.0 0.2 0.1
H -1.31702 -2.17798 5.17742 0.1 -0.2 -0.1
H 1.47023 -2.88316 -3.40673 -0.2 0.2 0.3
C -2.80199 2.71021 -2.84527 -0.1 -0.3 -0.8
N 0.19099 1.70217 -0.93169 0.8 -0.5 -0.2
H 2.61057 1.42456 -0.19771 0.2 0.2 0.3
C -0.96493 4.21569 1.50930 0.6 0.2 0.8
H 0.98640 0.35341 3.45320 0.3 -0.1 -0.1
H -1.80564 4.89961 1.67417 0.4 -0.3 -0.1
H 2.37195 -2.27612 -1.99589 -0.2 -0.1 0.0
C 1.08558 3.15621 2.28427 0.6 -0.4 -0.8
C 1.23492 2.44249 1.09654 -0.4 0.1 0.8
H -3.48084 1.81938 -4.67803 0.3 0.1 0.3
H 0.30449 -3.64536 1.98572 -0.1 -0.1 0.0
H -1.55511 -3.32394 -2.38714 -0.1 0.2 -0.2
C -1.34557 -2.35033 -2.84755 -0.2 0.0 0.7
H -0.71944 -4.75146 2.92652 0.0 0.3 -0.2
C -1.62243 0.93726 -4.01571 1.0 -0.3 0.6
H -1.10038 -2.50053 -3.90468 0.2 0.1 0.3
H 3.03454 -2.35516 1.15533 0.2 0.1 0.0
H -1.39398 -3.91607 1.50712 0.0 0.0 0.1
H 4.11528 -0.94231 1.42439 0.0 -0.2 -0.2
C 2.34372 1.44365 0.86773 -0.4 -0.2 -0.1
H 1.25542 -3.66468 -1.82181 0.2 0.1 -0.1
C -0.89970 3.47389 0.29559 0.6 -0.2 0.1
H 1.67329 -1.28723 3.46779 0.1 0.3 0.0
H 1.40245 0.28743 -2.63190 -0.2 -0.1 -0.2
H 2.78086 0.13617 3.41923 -0.3 -0.1 0.0
C -2.69706 1.83959 -3.91760 -0.7 0.7 0.5
H 3.44888 -1.29429 -0.21794 0.1 0.0 0.2
O -1.41137 -1.50043 2.73659 1.2 -0.8 -0.9
H -1.18109 -1.87946 -0.38513 -0.4 -0.3 0.2
H -0.94634 -3.85429 4.81377 0.0 0.5 0.1
H -1.49635 -0.20572 -0.08928 -1.2 0.3 -0.5
H -0.03476 4.63285 3.41809 0.0 -0.3 -0.6
C -0.66530 1.85105 -1.97589 -0.9 -0.4 1.3
H 1.83111 3.02342 3.07846 -0.3 0.2 -0.3
C 1.81564 -0.26648 3.08457 -0.3 -0.3 0.1
N -1.01590 -2.88546 4.51715 -0.4 0.4 -0.8
C -0.61602 0.91326 -3.05086 -0.4 0.0 -0.4
P 1.83039 -0.29940 1.26307 2.4 1.4 1.1
C -0.71845 -3.81309 2.35921 0.1 -0.1 -0.7
H 3.19011 1.65135 1.52965 0.1 0.0 -0.3
C 0.46736 -0.13183 -3.02986 -0.1 0.4 0.6
H -2.77260 4.14354 -0.53164 0.2 -0.3 0.0
H -1.58959 0.22022 -4.84756 0.0 0.4 0.4
C -1.79427 2.73755 -1.84713 0.4 -0.2 -0.1
C -1.10196 -2.62783 3.18663 -0.1 0.3 1.3
P 0.02494 -1.58585 -1.90251 0.8 0.3 -2.8
C 0.02046 4.06443 2.47819 -1.0 0.3 -0.3
H -2.23473 -1.71542 -2.76262 0.1 -0.2 0.0
C 1.41668 -2.70372 -2.32421 0.1 -0.2 0.6
H 0.65191 -0.51517 -4.03800 -0.1 -0.3 0.2
C -1.90219 3.49757 -0.67929 0.2 0.3 0.0
C 3.25863 -1.32353 0.85922 0.0 -0.1 0.0
C 0.22103 2.58172 0.09725 -1.3 -0.6 -0.1
```
Positions in Å, forces in eV/Å.

Computed properties:
Multiplicity: 2
M (g/mol): 439.376
E_HOMO (spin up / spin down) (Eh): -0.49641 / -0.49599
Net charge: +2
Calculated total energy (Eh): -2629.0758
<S²>: 0.774

Record 2
This record from OMol25 describes a structure of composition C21H30N2SiW. The level of theory is wB97M-V/def2-TZVPD.

The geometry in XYZ format:
```
55
Properties=species:S:1:pos:R:3:forces:R:3
H 0.43063 -2.86541 2.17550 0.2 0.3 0.1
H 5.44956 -1.41204 -3.69366 -0.5 0.0 0.2
H -2.82061 0.18296 -1.46251 0.2 0.4 0.0
H 4.75090 0.95001 -3.28745 -0.2 -0.2 -0.1
H -2.12377 1.41909 4.04578 0.0 0.0 -0.3
H -0.00927 -2.20433 -0.27614 -0.2 0.0 0.2
H 0.87474 -0.74829 4.40020 0.1 -0.5 -0.3
H -2.59882 -0.05003 1.17712 -0.1 0.0 -0.3
C -2.01984 2.04286 1.87749 -0.2 0.2 0.0
N -1.72987 -1.53886 2.77104 -0.7 -1.4 0.3
C -1.05123 0.76084 -2.60268 -0.5 -0.5 -0.5
H 2.03419 -2.41860 2.77883 -0.3 -0.1 0.1
C 2.23332 -1.94004 -2.58096 0.6 0.4 -0.1
H 0.55975 1.31836 3.90516 -0.2 -0.1 -0.3
H -4.11699 2.19164 -2.15875 0.2 -0.2 -0.3
H 3.83641 -3.24986 -3.21640 -0.1 0.2 0.0
H -3.05521 2.24619 1.62281 0.2 -0.1 0.1
C 0.27989 1.90145 1.73393 -0.3 1.0 0.1
H -1.40549 -0.67441 4.65763 0.1 -0.3 -0.1
H -1.51872 -2.44222 4.64968 0.2 0.3 0.0
C -2.61338 2.87174 -3.56330 0.4 -0.3 0.4
H -2.74447 -1.39298 2.85222 0.4 -0.1 0.2
C 2.76250 0.41613 -2.65621 0.3 -0.1 0.2
H -3.18874 3.73639 -3.88523 0.1 -0.2 0.1
H 0.83701 1.29961 -1.06562 0.0 0.0 1.2
C -0.59371 1.53264 -3.68330 -0.2 0.5 0.4
H -0.93551 3.30920 -4.85857 -0.2 -0.3 0.0
C -3.13245 2.00158 -2.59260 0.0 -0.1 -0.3
C 0.99804 -2.06969 2.67990 0.7 0.1 0.0
H 1.54877 -2.75917 -2.37356 0.1 0.0 -0.1
H 1.42230 -1.05239 0.89698 -0.1 -0.2 0.3
C -1.09465 -1.57702 4.11748 -0.6 -0.6 0.5
C 3.52564 -2.21848 -3.06839 -0.4 0.1 0.1
Si 0.28357 0.03203 -1.54822 -0.8 -0.6 -1.2
H -0.94592 2.56472 -0.02391 -0.1 -0.2 0.1
H 0.37510 1.30221 -4.13781 -0.2 0.3 0.2
H -1.65843 -2.47794 2.34406 -0.1 0.4 0.3
C 1.83921 -0.60641 -2.35449 0.3 -0.5 0.2
C 4.05079 0.13231 -3.11912 -0.3 0.0 -0.1
C -0.73043 -1.39910 -0.45738 1.0 0.4 -0.8
C -1.34530 2.62815 -4.11351 -0.3 -0.2 -0.1
H 1.68670 -0.18035 2.22088 -0.3 -0.3 0.0
H 2.49062 1.46172 -2.49251 0.1 -0.3 0.0
H -1.50968 -1.38682 0.36208 0.0 -0.3 -0.6
W -0.94497 0.03644 1.59599 -0.2 0.7 -0.8
C -1.53782 1.60007 3.14862 0.6 0.4 -0.1
C 4.43497 -1.19077 -3.33873 -0.2 0.0 0.2
C -2.38065 0.90348 -2.15897 0.4 0.7 0.0
C 0.42798 -1.69086 4.03553 0.3 -0.2 0.8
H 0.73481 -2.46140 4.75273 0.0 0.2 -0.1
H -1.35984 -1.75747 -1.28892 0.0 0.3 0.3
C -0.10695 1.51892 3.06781 -0.5 0.8 -0.1
H 1.29749 2.04727 1.37220 -0.3 -0.2 0.0
N 1.01747 -0.84757 1.81961 1.0 -0.7 -0.4
C -0.90962 2.20451 0.99760 0.4 0.9 0.4
```
Positions in Å, forces in eV/Å.

Computed properties:
Relative energy (zero: lowest compared OMol25 entry of this formula, charge and spin) (kJ/mol): 0.0
Multiplicity: 3
M (g/mol): 522.411
E_HOMO (spin up / spin down) (Eh): -0.51702 / -0.51686
Net charge: +2
Calculated total energy (Eh): -1283.6626
<S²>: 2.012

Q: Among the records above, which one has the lowest multiplicity?
A: C21H30N2OP2V